Density functional theory data (ωB97M-V/def2-TZVPD) for C5H21AgN8O9 as an isolated structure in a non-equilibrium geometry.

Energy relative to the best compared isomer or geometry (same formula, charge and spin) (eV): 0.000
<S²>: 0.76
Net charge: +1
Multiplicity: 2
HOMO (spin up / spin down) (eV): -11.83 / -11.04
Lowest unoccupied orbital energy (spin up / spin down) (hartree): -0.074 / -0.197
Orbital gap (spin up / spin down) (eV): 9.82 / 5.68

The geometry in XYZ format:
```
44
Properties=species:S:1:pos:R:3:mulliken_charge:R:1
Ag -0.409 -0.085 -0.639 1.00
O -4.201 -2.750 -0.234 -0.43
C -2.869 -2.614 -0.288 0.62
O -2.355 -1.480 -0.495 -0.33
O -2.086 -3.532 -0.003 -0.55
H -4.196 -3.719 -0.096 0.33
O -1.566 1.008 -2.279 -0.33
H -1.622 0.620 -3.159 0.23
H -2.226 1.711 -2.275 0.23
O -0.119 -1.366 -2.641 -0.36
H -0.469 -2.261 -2.718 0.22
H 0.400 -1.234 -3.442 0.24
C -0.248 -0.602 2.972 0.50
O -0.360 -0.692 1.760 -0.25
N 0.627 0.219 3.631 -0.42
N -0.873 -1.441 3.848 -0.45
H 1.216 0.790 3.049 0.23
H 0.642 0.145 4.625 0.14
H -0.733 -1.486 4.838 0.17
H -1.199 -2.300 3.431 0.25
C 2.215 -2.409 -0.030 0.53
O 1.619 -1.436 -0.476 -0.51
N 1.958 -3.677 -0.463 -0.38
N 3.179 -2.336 0.929 -0.44
H 1.396 -3.834 -1.274 0.21
H 2.606 -4.328 -0.058 0.15
H 3.774 -3.128 1.090 0.16
H 3.554 -1.431 1.151 0.25
C -1.409 2.815 1.212 0.52
O -1.072 2.023 0.325 -0.47
N -0.884 4.051 1.269 -0.42
N -2.178 2.420 2.244 -0.38
H -1.024 4.642 2.070 0.16
H -0.458 4.491 0.476 0.22
H -2.642 1.531 2.158 0.21
H -2.531 2.981 2.999 0.18
C 1.628 2.032 -2.559 0.47
O 1.216 1.282 -1.677 -0.43
N 1.025 2.173 -3.773 -0.39
N 2.671 2.859 -2.408 -0.44
H 0.320 1.475 -3.936 0.18
H 1.486 2.558 -4.577 0.21
H 2.939 3.649 -2.963 0.17
H 3.262 2.666 -1.614 0.22
```

---

Density functional theory data (ωB97M-V/def2-TZVPD) for a 6-piece molecular cluster, C5H21N2O6 overall in a non-equilibrium geometry.

Energy relative to the best compared isomer or geometry (same formula, charge and spin) (eV): 0.503
Net charge: +1
HOMO (eV): -13.23
Lowest unoccupied orbital energy (hartree): -0.097
Orbital gap (eV): 10.59

The geometry in XYZ format:
```
34
Properties=species:S:1:pos:R:3:mulliken_charge:R:1
O 0.062 2.052 2.293 -0.49
C -0.976 2.310 1.725 -0.20
C -1.134 1.675 0.336 -0.07
C -0.127 2.190 -0.705 -0.43
C 1.400 2.077 -0.427 -1.15
N 1.495 -0.484 -1.654 -0.27
C 1.643 -0.282 -0.358 -0.20
N 1.869 0.860 0.250 0.09
H -1.771 2.896 2.210 0.41
H -1.186 0.604 0.570 -0.04
H -2.154 1.894 -0.050 0.37
H -0.259 1.699 -1.691 0.40
H -0.381 3.261 -0.763 0.39
H 1.699 3.001 0.090 0.40
H 2.028 2.290 -1.320 0.37
H 0.983 0.160 -2.256 0.24
H 1.425 -1.442 -1.961 0.31
H 1.846 -1.134 0.299 0.46
H 1.790 0.887 1.292 0.49
H -1.777 -2.348 -1.201 0.37
H -3.217 -1.887 -1.750 0.25
O -2.275 -1.895 -1.917 -0.67
H 0.741 0.042 3.212 0.33
H 2.179 -0.240 3.211 0.28
O 1.415 -0.330 2.617 -0.73
H -0.929 -2.718 0.909 0.45
H -2.544 -3.142 0.771 0.29
O -1.831 -2.516 0.617 -0.71
H -1.175 -0.838 -2.827 0.36
H -0.691 -0.292 -4.162 0.32
O -0.421 -0.357 -3.230 -0.61
H 1.031 -3.456 2.075 0.27
H 0.653 -1.832 2.118 0.43
O 0.586 -2.705 1.678 -0.70
```

---

Density functional theory data (ωB97M-V/def2-TZVPD) for a 6-piece molecular cluster, C5H21NO7 overall in a non-equilibrium geometry.

Energy relative to the best compared isomer or geometry (same formula, charge and spin) (eV): 0.864
Structure (SMILES): CN(C)C(=O)CCO.O.O.O.O.O
HOMO (eV): -9.80
Lowest unoccupied orbital energy (hartree): 0.011
Orbital gap (eV): 10.09

The geometry in XYZ format:
```
34
Properties=species:S:1:pos:R:3:mulliken_charge:R:1
C -2.072 0.112 0.927 -1.08
N -1.316 1.068 0.095 0.30
C -2.052 2.235 -0.436 -0.97
C -0.338 0.573 -0.741 0.22
O -0.050 1.230 -1.748 -0.88
C 0.545 -0.509 -0.232 0.73
C 1.817 0.156 0.372 -0.87
O 1.600 0.586 1.708 -0.58
H -2.090 -0.862 0.440 0.35
H -1.593 0.023 1.900 0.32
H -3.079 0.430 1.198 0.40
H -1.353 3.057 -0.529 0.31
H -2.812 2.476 0.312 0.41
H -2.512 2.001 -1.399 0.29
H 0.111 -1.178 0.504 -0.26
H 0.892 -1.104 -1.093 0.13
H 2.634 -0.562 0.441 0.38
H 2.133 0.974 -0.285 0.37
H 1.327 1.525 1.719 0.40
O -0.931 -3.097 1.920 -0.61
H 0.035 -2.976 1.863 0.34
H -1.051 -4.020 2.163 0.28
O 1.042 3.244 1.404 -0.70
H 1.882 3.584 1.080 0.32
H 0.409 3.304 0.681 0.32
O 0.556 -2.708 -3.013 -0.68
H -0.279 -2.776 -2.547 0.29
H 0.551 -1.869 -3.510 0.41
O 1.637 -2.124 2.514 -0.69
H 1.464 -1.200 2.266 0.44
H 1.622 -2.165 3.473 0.31
O 0.347 -0.114 -4.089 -0.70
H 1.186 0.262 -3.799 0.33
H -0.264 0.423 -3.559 0.37
```

---

Density functional theory data (ωB97M-V/def2-TZVPD) for a 6-piece molecular cluster, C5H22N10O6 overall in a non-equilibrium geometry.

Energy relative to the best compared isomer or geometry (same formula, charge and spin) (eV): 0.000
Structure (SMILES): NC(N)=O.NC(N)=O.NC(N)=O.NC(N)=O.NC(N)=O.O
HOMO (eV): -9.10
Lowest unoccupied orbital energy (hartree): -0.007
Orbital gap (eV): 8.91

The geometry in XYZ format:
```
43
Properties=species:S:1:pos:R:3:mulliken_charge:R:1
N 4.591 -0.375 1.258 -0.40
C 3.734 -0.435 0.205 0.58
N 4.261 -0.215 -1.033 -0.44
O 2.519 -0.565 0.366 -0.71
H 4.183 -0.554 2.157 0.23
H 5.551 -0.112 1.140 0.18
H 5.249 -0.106 -1.172 0.18
H 3.653 0.201 -1.717 0.23
N -1.921 -2.848 -1.589 -0.45
C -1.944 -1.629 -0.998 0.62
N -2.327 -1.585 0.309 -0.37
O -1.629 -0.594 -1.601 -0.72
H -1.966 -3.682 -1.029 0.20
H -1.517 -2.935 -2.503 0.22
H -2.255 -0.683 0.740 0.22
H -2.590 -2.449 0.746 0.21
N -2.134 1.520 -3.779 -0.28
C -1.779 2.727 -3.262 0.42
N -1.303 2.621 -1.978 -0.14
O -1.899 3.801 -3.832 -0.67
H -2.160 0.756 -3.120 0.28
H -2.404 1.386 -4.732 0.17
H -1.095 3.446 -1.452 0.13
H -0.971 1.726 -1.672 0.23
N -0.767 3.454 1.012 -0.27
C -1.584 3.477 2.104 0.44
N -1.848 2.239 2.634 -0.29
O -2.004 4.505 2.604 -0.68
H -0.473 2.558 0.642 0.33
H -0.387 4.322 0.688 0.20
H -1.410 1.402 2.296 0.19
H -2.380 2.237 3.484 0.19
N 1.475 -3.908 1.057 -0.34
C 0.341 -3.412 1.643 0.63
N 0.417 -2.088 2.006 -0.31
O -0.675 -4.071 1.826 -0.67
H 1.588 -4.876 0.826 0.20
H 2.303 -3.339 1.059 0.11
H -0.484 -1.710 2.228 0.18
H 1.194 -1.535 1.686 0.25
O 0.049 0.660 0.492 -0.66
H 0.955 0.348 0.649 0.38
H -0.159 0.321 -0.390 0.17
```

---

Density functional theory data (ωB97M-V/def2-TZVPD) for a 7-piece molecular cluster, C5H22NO8 overall in a non-equilibrium geometry.

Energy relative to the best compared isomer or geometry (same formula, charge and spin) (eV): 1.258
<S²>: 0.75
Multiplicity: 2
HOMO (spin up / spin down) (eV): -9.75 / -9.75
Lowest unoccupied orbital energy (spin up / spin down) (hartree): 0.001 / -0.145
Orbital gap (spin up / spin down) (eV): 9.77 / 5.81

The geometry in XYZ format:
```
36
Properties=species:S:1:pos:R:3:mulliken_charge:R:1
O -2.905 -0.642 -0.645 -0.51
C -2.132 -1.309 0.018 -0.46
C -0.781 -0.655 0.328 1.54
C -0.996 0.839 0.701 -0.88
C -0.450 2.092 -0.019 -0.86
C 0.213 1.890 -1.381 -0.23
O 1.434 1.231 -1.426 -0.56
N -0.273 -1.250 1.627 -0.80
H -2.538 -2.197 0.487 0.44
H -0.075 -1.011 -0.420 -0.29
H -0.750 0.891 1.760 0.44
H -2.069 0.975 0.685 0.37
H 0.176 2.655 0.668 0.01
H -1.271 2.792 -0.178 0.50
H 0.429 2.839 -1.891 0.46
H -0.558 1.309 -1.915 0.17
H 0.550 -0.721 1.863 0.21
H -0.014 -2.210 1.394 0.35
H -3.521 -0.161 2.399 0.30
H -2.253 -1.003 2.494 0.37
O -3.222 -1.047 2.503 -0.67
H 2.143 -2.047 0.482 0.32
H 1.626 -2.659 -0.673 0.38
O 2.017 -2.944 0.117 -0.69
H 1.903 0.619 -0.035 0.49
H 3.174 0.068 0.708 0.29
O 2.195 0.012 0.680 -0.72
H -0.358 -0.161 -3.392 0.26
H -1.350 -1.178 -3.316 0.38
O -0.900 -0.655 -4.017 -0.65
H 1.571 -1.477 -2.897 0.28
H 1.637 -0.341 -1.742 0.38
O 1.286 -1.225 -1.995 -0.61
H 1.431 2.808 2.454 0.31
H 2.460 1.650 1.918 0.33
O 2.169 2.224 2.656 -0.62
```

---

Density functional theory data (ωB97M-V/def2-TZVPD) for a 6-piece molecular cluster, C5H22O5S overall in a non-equilibrium geometry.

<S²>: 0.75
Net charge: +1
Multiplicity: 2
HOMO (spin up / spin down) (eV): -13.87 / -13.87
Lowest unoccupied orbital energy (spin up / spin down) (hartree): -0.129 / -0.304
Orbital gap (spin up / spin down) (eV): 10.38 / 5.59

The geometry in XYZ format:
```
33
Properties=species:S:1:pos:R:3:mulliken_charge:R:1
C -2.920 -1.089 -2.852 -1.35
C -1.835 -0.840 -1.857 -0.23
C -0.625 -1.691 -2.131 -0.31
C 0.300 -1.636 -0.973 -0.70
S 1.050 0.113 -0.815 0.47
C 2.355 0.069 -2.066 -0.91
H -2.561 -0.761 -3.965 0.27
H -3.346 -2.096 -2.934 0.38
H -3.786 -0.344 -2.717 0.32
H -2.101 -0.897 -0.734 0.36
H -1.579 0.271 -1.950 0.18
H -0.066 -1.305 -3.005 0.19
H -0.983 -2.695 -2.276 0.43
H -0.317 -1.591 0.063 0.01
H 1.031 -2.311 -0.909 0.74
H 2.633 0.877 -2.707 0.40
H 2.046 -0.724 -2.827 0.28
H 3.169 -0.382 -1.552 0.36
H -1.713 2.143 1.858 0.46
H -0.232 2.099 1.933 0.28
O -0.934 2.636 2.090 -0.65
H 0.957 -1.901 2.162 0.36
H 0.133 -2.880 1.633 0.34
O 0.135 -2.454 2.434 -0.59
H -2.553 3.167 0.818 0.34
H -2.793 2.230 -0.345 0.29
O -2.900 2.311 0.605 -0.66
H 1.938 0.045 2.285 0.32
H 3.205 -0.636 2.876 0.26
O 2.387 -0.745 2.541 -0.62
H 2.298 2.791 1.831 0.31
H 1.112 2.849 2.796 0.34
O 1.695 2.171 2.327 -0.70
```

---

Density functional theory data (ωB97M-V/def2-TZVPD) for a 6-piece molecular cluster, C5H23N2O6 overall in a non-equilibrium geometry.

Energy relative to the best compared isomer or geometry (same formula, charge and spin) (eV): 2.732
Net charge: +1
HOMO (eV): -13.17
Lowest unoccupied orbital energy (hartree): -0.086
Orbital gap (eV): 10.82

The geometry in XYZ format:
```
36
Properties=species:S:1:pos:R:3:mulliken_charge:R:1
N -0.046 -0.207 1.461 0.10
C 0.612 -1.478 0.998 -0.67
C 1.304 -1.193 -0.318 -0.89
N 0.370 -1.062 -1.431 0.28
C 0.314 -2.364 -2.140 -1.18
C 0.687 -0.021 -2.412 -0.82
C 0.101 1.289 -1.934 -0.08
O -0.184 1.550 -0.795 -0.52
H -0.821 -0.386 2.123 0.33
H -0.513 0.099 0.604 0.12
H 0.642 0.419 1.865 0.35
H 1.313 -1.915 1.698 0.51
H -0.266 -2.081 0.762 0.34
H 1.894 -0.273 -0.222 0.33
H 2.069 -1.951 -0.510 0.51
H -0.064 -3.047 -1.375 0.36
H 1.273 -2.717 -2.529 0.39
H -0.401 -2.390 -2.957 0.37
H 0.105 -0.235 -3.311 0.41
H 1.719 0.040 -2.776 0.36
H -0.258 1.919 -2.770 0.53
H 3.263 3.062 -1.855 0.28
H 2.034 3.469 -2.607 0.31
O 2.422 2.704 -2.165 -0.56
H -2.114 -0.610 3.696 0.32
H -1.359 -1.736 4.314 0.30
O -1.212 -0.978 3.733 -0.68
H 2.322 3.262 2.297 0.33
H 1.802 3.133 0.950 0.30
O 1.481 3.055 1.863 -0.61
H -1.424 -0.966 -0.942 0.23
H -2.969 -1.102 -0.555 0.35
O -2.063 -1.164 -0.240 -0.67
H -3.362 -1.415 1.801 0.33
H -3.008 -0.014 1.267 0.30
O -3.270 -0.493 2.056 -0.64
```

---

Density functional theory data (ωB97M-V/def2-TZVPD) for a 7-piece molecular cluster, C5H24N2O7 overall in a non-equilibrium geometry.

Energy relative to the best compared isomer or geometry (same formula, charge and spin) (eV): 4.773
Structure (SMILES): CCN(C)CC(N)=O.O.O.O.O.O.O
HOMO (eV): -8.60
Lowest unoccupied orbital energy (hartree): 0.004
Orbital gap (eV): 8.71

The geometry in XYZ format:
```
38
Properties=species:S:1:pos:R:3:mulliken_charge:R:1
C -0.685 -3.336 1.681 -1.47
C -0.040 -2.462 0.513 0.25
N 0.462 -1.245 1.141 -0.09
C -0.363 -0.618 2.172 -0.95
C 0.858 -0.121 0.185 0.19
C 1.692 -0.437 -1.050 0.27
N 2.764 0.482 -1.220 -0.38
O 1.615 -1.253 -1.909 -0.59
H -1.682 -2.989 1.963 0.37
H -0.102 -3.387 2.520 0.47
H -0.866 -4.376 1.248 0.35
H 0.627 -2.969 -0.165 0.43
H -0.887 -2.272 -0.274 -0.26
H 0.406 0.018 2.771 0.16
H -1.237 -0.236 1.637 0.42
H -0.640 -1.392 3.012 0.34
H 1.451 0.615 0.777 0.11
H -0.229 0.301 -0.058 0.08
H 3.364 0.461 -2.021 0.21
H 3.265 0.965 -0.568 0.14
O -0.106 1.868 -2.877 -0.64
H -0.210 1.017 -2.481 0.19
H -0.349 1.555 -3.809 0.34
O -3.011 -1.433 -2.648 -0.57
H -2.507 -2.171 -2.169 0.29
H -2.978 -1.958 -3.432 0.30
O -1.782 2.936 2.956 -0.65
H -1.262 2.984 2.144 0.30
H -2.599 2.618 2.488 0.34
O 3.836 0.787 2.903 -0.66
H 2.953 0.580 3.498 0.34
H 3.747 0.258 2.147 0.33
O -2.930 0.713 -1.187 -0.51
H -3.414 1.173 -1.814 0.29
H -2.179 0.498 -1.714 0.20
O -0.764 2.662 -0.334 -0.48
H -0.879 2.556 -1.248 0.27
H -0.009 3.109 -0.140 0.28
```